No. 1
This record from OMol25 describes a molecular structure, C39H78F24N9O19S8. The level of theory is ωB97M-V/def2-TZVPD.

Geometry as ORCA input:
```
! RIJCOSX wB97M-V def2-TZVPD def2/J DEFGRID3
* xyz 1 1
C -0.59 1.34 19.77
N -0.69 2.53 18.68
C 0.55 3.48 18.93
C -0.44 1.81 17.32
C -2.03 3.23 18.75
C -2.15 4.57 18.00
O -1.83 4.47 16.59
H -0.98 1.66 20.74
H 0.45 1.01 19.79
H -1.31 0.56 19.51
H 0.43 4.31 18.24
H 1.45 2.86 18.80
H 0.52 3.85 19.95
H 0.11 2.43 16.61
H -1.30 1.55 16.70
H 0.15 0.91 17.52
H -2.43 3.32 19.77
H -2.75 2.60 18.23
H -1.52 5.37 18.38
H -3.17 4.95 18.09
H -2.44 5.04 16.11
C -7.75 4.45 18.29
N -6.92 3.24 17.81
C -5.54 3.65 17.32
C -6.86 2.22 18.93
C -7.69 2.50 16.61
C -7.91 3.26 15.28
O -8.94 4.18 15.51
H -6.99 4.83 18.99
H -8.62 4.01 18.77
H -7.97 5.01 17.38
H -5.14 4.30 18.10
H -5.76 4.34 16.50
H -4.90 2.83 17.00
H -6.44 1.31 18.51
H -7.83 2.10 19.42
H -6.14 2.65 19.63
H -8.66 2.45 17.10
H -7.20 1.54 16.51
H -8.25 2.52 14.56
H -7.10 3.73 14.71
H -9.75 3.71 15.28
C -10.21 -0.74 16.46
N -10.20 -1.90 17.50
C -10.27 -1.46 19.01
C -11.45 -2.81 17.27
C -8.98 -2.77 17.29
C -7.69 -1.97 17.04
O -7.39 -0.92 17.91
H -9.46 0.00 16.75
H -11.26 -0.45 16.38
H -9.89 -1.07 15.47
H -10.39 -2.23 19.77
H -10.99 -0.65 18.99
H -9.23 -1.18 19.17
H -11.27 -3.78 17.72
H -11.44 -3.21 16.26
H -12.21 -2.20 17.75
H -9.07 -3.35 16.37
H -8.84 -3.38 18.19
H -7.68 -1.68 15.98
H -6.83 -2.64 17.10
H -6.57 -0.58 17.53
C -11.87 11.34 16.37
C -10.64 10.71 15.70
C -11.11 9.37 15.10
N -9.96 8.43 14.69
C -9.13 7.99 15.95
C -10.52 7.09 14.05
C -9.34 6.67 13.27
C -8.43 7.82 12.83
C -9.07 8.99 13.62
H -12.01 10.98 17.39
H -12.83 11.28 15.84
H -11.57 12.39 16.28
H -9.93 10.59 16.53
H -10.03 11.35 15.06
H -11.81 9.55 14.28
H -11.71 8.75 15.77
H -8.45 7.24 15.56
H -9.84 7.60 16.68
H -8.59 8.84 16.36
H -10.86 6.51 14.91
H -11.31 7.58 13.47
H -8.71 5.99 13.85
H -9.54 6.18 12.32
H -7.39 7.60 13.06
H -8.69 7.92 11.77
H -8.30 9.67 13.98
H -9.71 9.56 12.94
C -7.59 3.24 11.71
C -7.95 3.21 10.23
C -7.71 1.68 9.79
N -7.86 1.46 8.27
C -6.60 2.17 7.67
C -9.27 1.78 7.65
C -9.65 0.71 6.64
C -8.51 -0.24 6.64
C -7.71 -0.01 7.90
H -8.21 2.62 12.36
H -7.58 4.27 12.06
H -6.52 3.00 11.66
H -7.32 3.87 9.63
H -8.98 3.52 10.09
H -8.52 1.02 10.12
H -6.87 1.05 10.06
H -6.62 2.00 6.60
H -5.68 1.84 8.15
H -6.79 3.23 7.83
H -8.96 2.73 7.20
H -10.00 1.80 8.46
H -9.80 1.20 5.68
H -10.52 0.15 6.97
H -7.82 -0.07 5.82
H -8.86 -1.26 6.51
H -6.65 -0.25 7.83
H -8.07 -0.61 8.75
C -11.92 4.12 17.65
F -12.84 4.16 18.62
F -11.24 5.28 17.60
F -11.06 3.09 17.86
S -12.73 3.73 15.88
O -13.79 2.77 16.07
O -13.25 4.99 15.47
N -11.37 3.12 14.97
S -11.81 3.01 13.49
O -13.12 3.52 13.05
O -10.70 3.33 12.58
C -11.94 1.12 13.14
F -13.01 0.65 13.76
F -12.13 0.84 11.88
F -10.83 0.53 13.59
C -6.60 4.69 22.25
F -7.33 3.74 21.65
F -7.02 5.81 21.85
F -6.79 4.66 23.58
S -4.75 4.49 21.73
O -4.43 3.08 21.77
O -4.59 5.08 20.38
N -4.02 5.51 22.96
S -2.61 4.82 23.10
O -2.71 3.59 23.92
O -1.92 4.77 21.87
C -1.64 6.14 24.28
F -1.69 7.35 23.76
F -2.09 6.02 25.52
F -0.28 5.79 24.32
C -4.38 -2.12 19.32
F -3.29 -2.54 19.94
F -4.91 -3.10 18.64
F -5.21 -1.61 20.22
S -3.82 -0.65 18.11
O -3.79 0.60 18.89
O -2.41 -0.98 17.84
N -5.00 -0.51 16.84
S -4.12 -0.53 15.60
O -3.34 0.71 15.46
O -3.44 -1.76 15.30
C -5.44 -0.41 14.20
F -6.36 0.53 14.62
F -5.01 0.02 12.95
F -6.05 -1.57 14.04
C -2.66 8.15 16.44
F -2.81 7.66 17.67
F -2.86 9.47 16.63
F -1.53 7.95 15.86
S -4.04 7.38 15.33
O -5.19 7.07 16.29
O -4.20 8.38 14.28
N -3.31 5.85 14.95
S -3.85 5.70 13.53
O -5.28 5.81 13.31
O -3.01 6.32 12.51
C -3.50 3.85 13.23
F -3.63 3.68 11.91
F -2.33 3.58 13.74
F -4.43 3.10 13.85
*
```



No. 2
This record from OMol25 describes 10 unconnected molecules or ions with the total composition C39H78F3O28P7. The level of theory is ωB97M-V/def2-TZVPD.

Geometry as ORCA input:
```
! RIJCOSX wB97M-V def2-TZVPD def2/J DEFGRID3
* xyz 0 1
C -4.60 -2.37 4.43
O -4.57 -0.97 4.27
P -3.43 -0.31 3.39
O -3.69 1.09 3.18
O -3.37 -1.14 2.07
C -4.13 -0.53 0.95
O -2.04 -0.71 4.10
C -1.73 -0.06 5.29
H -4.45 -2.91 3.48
H -5.62 -2.56 4.74
H -3.91 -2.68 5.20
H -4.99 -1.14 0.62
H -3.37 -0.32 0.17
H -4.49 0.44 1.23
H -2.32 0.82 5.37
H -0.70 0.16 5.28
H -1.85 -0.69 6.19
C 3.89 1.34 -3.91
O 3.54 0.75 -2.71
P 4.23 -0.57 -2.03
O 5.11 -1.39 -2.83
O 2.86 -1.29 -1.53
C 2.95 -2.46 -0.74
O 4.99 -0.02 -0.72
C 4.27 0.88 0.21
H 4.14 0.63 -4.68
H 4.77 1.97 -3.75
H 3.07 2.02 -4.16
H 3.38 -2.21 0.25
H 3.55 -3.18 -1.27
H 1.97 -2.88 -0.50
H 4.72 0.80 1.15
H 3.19 0.60 0.14
H 4.38 1.89 -0.20
C -0.97 2.20 2.08
O -1.13 0.87 1.46
P 0.08 0.44 0.49
O 1.33 0.39 1.30
O -0.37 -0.92 -0.10
C -0.44 -2.06 0.78
O -0.01 1.28 -0.80
C -1.15 1.39 -1.55
H -2.01 2.46 2.31
H -0.43 2.90 1.49
H -0.43 2.09 2.99
H -0.98 -1.80 1.69
H 0.61 -2.39 1.04
H -0.94 -2.83 0.24
H -1.96 1.53 -0.92
H -1.23 0.48 -2.11
H -1.27 2.24 -2.16
C 2.30 -1.14 4.08
O 2.59 -2.48 4.59
P 2.59 -3.73 3.52
O 2.42 -3.43 2.11
O 3.86 -4.57 3.75
C 4.29 -4.99 5.09
O 1.46 -4.60 4.24
C 0.14 -3.98 4.41
H 1.37 -0.77 4.51
H 2.17 -1.21 3.02
H 3.10 -0.41 4.27
H 3.81 -5.95 5.40
H 4.05 -4.20 5.77
H 5.37 -5.12 4.94
H -0.21 -4.16 5.38
H -0.47 -4.50 3.72
H 0.13 -2.93 4.16
C -7.10 -0.62 -2.18
O -6.18 -1.02 -3.25
P -4.64 -0.99 -2.94
O -4.26 0.21 -2.20
O -4.40 -2.36 -2.29
C -3.07 -2.60 -1.89
O -3.96 -0.99 -4.34
C -3.16 0.04 -4.79
H -6.51 -0.41 -1.29
H -7.83 -1.38 -1.99
H -7.53 0.37 -2.57
H -2.36 -2.10 -2.52
H -2.87 -3.63 -1.73
H -2.91 -2.18 -0.88
H -2.22 -0.35 -5.10
H -3.01 0.79 -4.05
H -3.61 0.46 -5.69
C 3.55 -5.67 -2.93
O 2.26 -5.07 -2.55
P 1.36 -5.67 -1.42
O 0.11 -4.89 -1.17
O 1.07 -7.22 -1.83
C -0.24 -7.71 -1.91
O 2.33 -5.77 -0.21
C 2.05 -6.64 0.88
H 4.36 -5.47 -2.18
H 3.90 -5.08 -3.74
H 3.62 -6.72 -3.31
H -0.34 -8.09 -2.94
H -1.00 -6.96 -1.64
H -0.45 -8.54 -1.16
H 0.99 -6.59 1.15
H 2.46 -6.05 1.69
H 2.41 -7.65 0.64
C 1.61 3.56 -1.89
O 1.76 5.03 -2.01
P 2.21 5.89 -0.79
O 1.24 5.86 0.31
O 3.65 5.43 -0.43
C 4.76 5.38 -1.33
O 2.40 7.32 -1.41
C 2.43 8.59 -0.62
H 1.15 3.20 -2.82
H 0.97 3.33 -1.12
H 2.54 3.06 -1.77
H 4.50 5.05 -2.27
H 5.57 4.83 -0.88
H 5.18 6.37 -1.46
H 2.59 9.36 -1.36
H 3.30 8.60 0.04
H 1.51 8.72 -0.08
F -4.11 3.25 0.58
C -3.59 3.87 -0.51
C -2.58 4.74 -0.33
C -1.95 5.32 -1.45
C -2.41 4.92 -2.73
C -3.54 4.11 -2.83
C -4.11 3.51 -1.72
H -2.29 4.93 0.69
H -1.15 6.01 -1.34
H -1.97 5.28 -3.67
H -3.90 3.91 -3.83
H -4.96 2.85 -1.90
F 2.10 5.34 4.89
C 0.89 4.71 5.03
C 0.77 3.86 6.08
C -0.43 3.16 6.24
C -1.54 3.52 5.46
C -1.39 4.42 4.42
C -0.12 4.92 4.10
H 1.72 3.75 6.64
H -0.59 2.51 7.09
H -2.53 3.04 5.60
H -2.13 4.60 3.73
H 0.12 5.51 3.18
F -0.69 0.68 -7.36
C -0.07 -0.02 -6.42
C 0.18 0.67 -5.27
C 0.78 -0.07 -4.28
C 1.05 -1.43 -4.32
C 0.81 -2.04 -5.52
C 0.24 -1.33 -6.55
H 0.00 1.67 -5.14
H 1.06 0.54 -3.44
H 1.72 -1.88 -3.58
H 1.03 -3.09 -5.72
H -0.03 -1.82 -7.51
*
```

Calculated values
* SMILES: COP(=O)(OC)OC.COP(=O)(OC)OC.COP(=O)(OC)OC.COP(=O)(OC)OC.COP(=O)(OC)OC.COP(=O)(OC)OC.COP(=O)(OC)OC.Fc1ccccc1.Fc1ccccc1.Fc1ccccc1



The records above yield energy above the lowest of the compared OMol25 structures with the same formula, charge and spin values of 0.0000 0.0000 eV, respectively.
The records above yield max |F| values of 6.6 3.5 eV/A, respectively.
The records above yield HOMO energy values of -9.80 -9.04 eV, respectively.